Run i
Formula: C3H8N2O2S
Source: the Open Molecules 2025 dataset
Level of theory: ωB97M-V with the def2-TZVPD basis set

Properties
LUMO energy ... 0.18 eV
Net charge ... 0
Structure (SMILES) ... CC(C)N1NS1(=O)=O
Frontier orbital gap ... 10.32 eV

Atoms and positions in Å:
1 C 1.6784 0.1773 0.3050
2 C 0.0274 -1.8371 0.6742
3 C 0.1515 -0.2953 0.5090
4 N -1.9692 0.5445 -0.4366
5 N -0.4972 -0.0327 -0.6724
6 O -1.2479 2.2146 -2.2775
7 O -0.4333 2.7286 0.0377
8 S -0.9642 1.7671 -0.9662
9 H 2.3555 0.0206 1.1877
10 H 2.1270 -0.4227 -0.5986
11 H 1.7122 1.2375 0.0446
12 H 0.4833 -2.5115 -0.1301
13 H -1.0681 -1.9031 0.4956
14 H 0.4459 -2.1121 1.6559
15 H -0.3121 0.1030 1.4372
16 H -2.4892 0.3212 -1.2655

***

Run ii
Formula: C3H8N2O2S
Source: the Open Molecules 2025 dataset
Level of theory: ωB97M-V with the def2-TZVPD basis set

Properties
LUMO energy ... -0.26 eV
Net charge ... 0
Frontier orbital gap ... 7.43 eV

Atoms and positions in Å:
1 C 0.0177 -0.1202 1.4827
2 C 1.1432 -0.3342 0.3143
3 C -0.1699 0.2152 -1.5921
4 N -1.3237 -0.1784 0.9470
5 N 0.7787 0.5681 -0.7637
6 O -2.4561 0.9698 -1.0014
7 O -1.0918 2.3792 0.5840
8 S -2.0659 1.2589 0.6459
9 H 0.2038 -0.9576 2.2294
10 H 0.2166 0.8125 2.0171
11 H 2.0734 0.0749 0.6330
12 H 0.9226 -1.4135 -0.0159
13 H -0.6045 -0.7306 -1.5131
14 H -0.6639 0.6999 -2.3588
15 H 1.0663 1.5583 -0.7622
16 H -2.4052 1.8054 -1.4832

***

Quick one: most stable of them? run ii